Density functional theory data (ωB97M-V/def2-TZVPD) for a molecular structure, C32H23F3N5SbTc.

Its multiplicity is 4. Its gap between HOMO and LUMO (alpha / beta) is 6.640 / 3.152 eV. Its max |F| is 2.4 eV/Å. The net charge is +4. Its total energy is -2126.009528 hartree. As for the expectation value of S²: 3.802.

Atoms and positions in Å:
Tc1 0.6045 -2.0572 -0.8267
N1 -3.6742 -2.9312 -0.9450
C1 -2.4225 -2.8051 -1.3110
N2 -1.4534 -2.3830 -0.4924
C2 -1.7683 -2.1391 0.8435
N3 -0.8084 -1.8684 1.6836
N4 0.4113 -1.9979 1.1442
C3 1.4702 -2.1598 1.8851
C4 2.7093 -2.3455 1.1685
C5 3.9159 -2.6389 1.7968
C6 5.0349 -2.9093 1.0088
C7 4.9045 -2.8842 -0.3760
C8 3.6682 -2.5791 -0.9426
N5 2.5914 -2.3057 -0.2017
C9 -3.1410 -2.2040 1.2707
C10 -3.5494 -1.9268 2.5835
C11 -4.8840 -2.0509 2.9301
C12 -5.8351 -2.4691 1.9881
C13 -5.4604 -2.7661 0.6886
C14 -4.1159 -2.6297 0.3368
H1 -4.3579 -3.2815 -1.6247
H2 -2.1704 -3.0472 -2.3435
H3 1.4002 -2.2044 2.9680
H4 3.9686 -2.6858 2.8747
H5 5.9846 -3.1516 1.4710
H6 5.7434 -3.1005 -1.0192
H7 3.5384 -2.5670 -2.0216
H8 -2.8177 -1.6280 3.3112
H9 -5.1996 -1.8385 3.9391
H10 -6.8718 -2.5708 2.2798
H11 -6.1916 -3.0970 -0.0341
F1 -5.0239 3.3944 -0.4717
C15 -3.7950 2.7786 -0.5540
C16 -3.0254 2.9333 -1.6809
C17 -1.7818 2.3038 -1.7514
C18 -1.3268 1.5476 -0.6972
C19 -2.1187 1.3748 0.4135
C20 -3.3591 2.0035 0.4963
Sb1 0.5739 0.6279 -0.7890
C21 1.6084 1.4602 0.8952
C22 1.0245 1.3813 2.1652
C23 1.6155 1.9961 3.2483
C24 2.8195 2.6816 3.0533
F2 3.3854 3.2746 4.0761
C25 3.4417 2.7383 1.8020
C26 2.8295 2.1166 0.7312
C27 1.4810 1.6837 -2.4222
C28 1.5643 3.0846 -2.3690
C29 2.1080 3.7950 -3.4149
C30 2.5695 3.0871 -4.5299
F3 3.0870 3.7365 -5.5178
C31 2.4902 1.6866 -4.6145
C32 1.9421 0.9991 -3.5504
H12 -3.4084 3.5379 -2.4854
H13 -1.1849 2.4146 -2.6492
H14 -1.7767 0.7716 1.2444
H15 -3.9909 1.9129 1.3622
H16 0.0772 0.8760 2.3015
H17 1.1778 1.9874 4.2360
H18 4.3760 3.2724 1.7112
H19 3.3018 2.1585 -0.2406
H20 1.1858 3.6159 -1.5055
H21 2.1871 4.8726 -3.4151
H22 2.8565 1.2019 -5.5086
H23 1.8654 -0.0841 -3.6027

Atomic partial charges in e from the Mulliken method, atoms 1 to 8: Tc 0.5751; N 0.0681; C -0.4088; N -0.3267; C 0.3502; N -1.1356; N 0.3271; C -0.4127